Density functional theory data (wB97M-V/def2-TZVPD) for a molecular structure, C30H65N2O14V in a non-equilibrium geometry.

Computed properties:
* F_max: 5.03 eV Å⁻¹
* HOMO level (spin up / spin down): -7.8 / -7.8 eV
* expectation value of S²: 2.02

Structure (ORCA input):
```
! RIJCOSX wB97M-V def2-TZVPD def2/J DEFGRID3
* xyz 0 3
V 0.744 -3.636 1.219
C -0.570 -6.050 -1.950
C -0.059 -5.186 -0.847
O -0.260 -5.397 0.324
O 0.598 -4.105 -1.036
H 0.217 -6.580 -2.485
H -1.158 -5.330 -2.520
H -1.250 -6.865 -1.702
C -1.808 -0.400 1.118
C -0.865 -1.520 1.089
O 0.364 -1.437 0.972
O -1.297 -2.712 0.966
H -2.155 -0.233 2.137
H -2.408 -0.400 0.208
H -1.200 0.505 1.099
C 1.198 -3.930 5.275
C 0.788 -3.577 3.883
O 1.467 -2.882 3.151
O -0.137 -4.158 3.319
H 0.367 -4.430 5.773
H 1.510 -3.071 5.869
H 2.030 -4.632 5.329
C 3.764 -3.805 0.551
C 3.299 -5.289 0.661
O 2.375 -5.333 1.741
O 2.692 -2.911 0.324
H 4.468 -3.822 -0.281
H 4.427 -3.464 1.347
H 4.168 -5.892 0.923
H 2.714 -5.548 -0.222
H 2.510 -6.125 2.267
H 3.037 -2.101 -0.058
C -3.447 -4.716 2.358
C -3.084 -6.067 3.106
O -4.051 -6.515 3.997
O -3.376 -3.603 3.250
H -4.489 -4.765 2.044
H -2.800 -4.637 1.484
H -2.275 -5.835 3.799
H -2.789 -6.791 2.346
H -4.248 -5.739 4.527
H -2.437 -3.404 3.226
C 0.521 -0.832 -2.566
C 1.293 0.101 -3.570
O 1.118 1.485 -3.147
O 0.523 -2.145 -3.111
H -0.478 -0.461 -2.335
H 1.160 -0.831 -1.683
H 1.343 -0.258 -4.598
H 2.312 0.001 -3.194
H 0.208 1.774 -3.056
H 0.398 -2.836 -2.457
C -0.062 3.481 -5.383
C -1.493 3.590 -4.674
C -2.437 2.456 -5.329
C -3.634 2.081 -4.506
C -3.271 1.967 -3.106
C -2.649 3.094 -2.405
N -1.477 3.470 -3.176
O -0.584 4.235 -2.532
C -3.574 4.333 -2.194
C -2.243 2.511 -1.033
C -2.076 4.990 -5.161
H 0.236 2.433 -5.343
H 0.780 3.845 -4.795
H -0.022 3.884 -6.395
H -2.742 2.771 -6.327
H -1.825 1.573 -5.513
H -3.957 1.129 -4.927
H -4.458 2.792 -4.561
H -2.616 1.114 -3.284
H -4.011 1.357 -2.588
H -4.410 4.122 -1.527
H -3.117 5.169 -1.665
H -3.867 4.635 -3.200
H -1.592 1.637 -1.051
H -1.724 3.281 -0.462
H -3.080 2.258 -0.382
H -1.557 5.372 -6.040
H -1.995 5.810 -4.448
H -3.134 4.965 -5.424
H -0.286 3.695 -1.796
C 1.353 3.664 4.323
C 0.938 2.961 3.017
C 0.978 4.064 1.917
C 2.262 4.192 1.077
C 2.962 2.854 0.663
C 3.107 1.892 1.791
N 1.778 1.818 2.508
O 1.798 0.768 3.461
C 3.400 0.581 1.029
C 4.194 2.258 2.864
C -0.528 2.514 3.226
H 0.585 4.352 4.677
H 2.304 4.184 4.208
H 1.618 2.795 4.925
H 0.057 4.097 1.335
H 0.953 5.063 2.352
H 2.971 4.667 1.755
H 2.024 4.737 0.164
H 3.918 3.267 0.342
H 2.587 2.445 -0.275
H 2.635 0.077 0.438
H 4.375 0.633 0.545
H 3.515 -0.087 1.883
H 4.163 1.512 3.658
H 5.217 2.191 2.493
H 4.031 3.268 3.240
H -0.741 1.694 3.913
H -0.888 2.361 2.209
H -0.954 3.455 3.573
H 1.290 0.063 3.054
*
```

These are the Mulliken partial charges, in e, on atoms 1 to 99:
1 V 0.92
2 C -1.49
3 C 0.85
4 O -0.55
5 O -0.54
6 H 0.34
7 H 0.35
8 H 0.35
9 C -0.90
10 C 1.34
11 O -0.45
12 O -0.67
13 H 0.44
14 H 0.43
15 H -0.29
16 C -1.40
17 C 1.16
18 O -0.55
19 O -0.56
20 H 0.33
21 H 0.34
22 H 0.28
23 C -0.52
24 C -0.69
25 O -0.40
26 O 0.04
27 H 0.52
28 H 0.40
29 H 0.54
30 H 0.11
31 H 0.27
32 H 0.08
33 C -0.03
34 C -0.28
35 O -0.59
36 O -0.62
37 H 0.49
38 H -0.14
39 H 0.16
40 H 0.34
41 H 0.33
42 H 0.29
43 C 1.54
44 C -0.87
45 O -0.39
46 O -0.69
47 H 0.05
48 H -0.98
49 H 0.25
50 H 0.42
51 H 0.22
52 H 0.37
53 C -1.68
54 C 1.17
55 C -1.18
56 C -0.82
57 C -1.24
58 C 2.63
59 N 1.17
60 O -0.61
61 C -1.92
62 C -2.71
63 C -1.80
64 H 0.31
65 H 0.36
66 H 0.46
67 H 0.28
68 H 0.42
69 H 0.48
70 H 0.36
71 H -0.03
72 H 0.65
73 H 0.41
74 H 0.32
75 H 0.36
76 H 0.02
77 H 0.71
78 H 0.54
79 H 0.46
80 H 0.30
81 H 0.38
82 H 0.28
83 C -1.83
84 C 1.17
85 C -0.79
86 C -1.04
87 C -0.97
88 C 1.70
89 N 1.00
90 O -0.55
91 C -2.08
92 C -1.80
93 C -1.26
94 H 0.47
95 H 0.38
96 H 0.39
97 H 0.24
98 H 0.29
99 H 0.39

---

Density functional theory data (wB97M-V/def2-TZVPD) for 7 unconnected molecules or ions with the total composition C30H65N3O14 in a non-equilibrium geometry.

Computed properties:
* F_max: 11.20 eV Å⁻¹
* HOMO level: -1.8 eV

Structure (ORCA input):
```
! RIJCOSX wB97M-V def2-TZVPD def2/J DEFGRID3
* xyz -2 1
C -0.598 -0.733 1.710
C 0.586 -1.593 1.863
C 0.367 -2.936 2.441
O 1.375 -3.590 2.712
C -0.969 -3.309 2.991
C -2.111 -2.557 2.573
C -1.939 -1.147 2.059
O -2.921 -0.440 1.847
O -3.267 -3.005 2.658
O 1.618 -1.167 1.300
H -0.487 0.242 1.333
H -1.146 -4.303 3.386
C 5.923 5.166 -2.629
O 5.723 4.589 -1.368
C 4.889 3.446 -1.384
C 5.271 2.549 -0.348
N 4.451 1.334 -0.522
C 4.652 0.359 0.491
C 5.405 -0.897 0.064
O 5.817 -1.631 0.945
C 4.762 -2.381 1.514
H 6.877 4.912 -3.102
H 5.895 6.237 -2.580
H 5.075 4.974 -3.309
H 4.981 2.885 -2.298
H 3.862 3.675 -1.256
H 5.019 3.006 0.636
H 6.361 2.289 -0.338
H 3.437 1.435 -0.530
H 3.713 -0.012 0.868
H 5.135 0.827 1.353
H 6.280 -0.559 -0.427
H 4.889 -1.426 -0.794
H 5.283 -3.027 2.227
H 4.135 -3.028 0.823
H 3.978 -1.950 2.160
C 2.528 1.403 -3.075
O 1.966 0.055 -2.985
C 2.466 -0.685 -1.931
C 1.911 -2.147 -1.912
N 2.466 -2.889 -0.781
C 1.486 -4.012 -0.712
C 2.171 -5.149 0.051
O 1.636 -6.262 0.164
C 0.580 -6.349 1.103
H 3.610 1.376 -3.185
H 2.201 1.992 -2.190
H 2.141 1.909 -3.914
H 2.378 -0.236 -0.982
H 3.541 -0.662 -2.172
H 2.005 -2.694 -2.857
H 0.796 -2.022 -1.694
H 2.210 -2.276 0.021
H 1.098 -4.277 -1.704
H 0.622 -3.722 -0.066
H 2.684 -4.797 0.903
H 3.035 -5.453 -0.549
H 0.261 -7.404 1.151
H -0.210 -5.590 1.082
H 1.001 -6.204 2.073
C -7.547 2.218 -2.589
O -6.357 3.015 -2.584
C -5.162 2.404 -2.841
C -4.686 1.839 -1.580
N -3.349 1.336 -1.920
C -2.598 0.509 -0.999
C -1.405 -0.234 -1.528
O -1.637 -1.343 -2.004
C -1.913 -2.457 -1.182
H -7.462 1.478 -1.805
H -7.669 1.751 -3.498
H -8.429 2.946 -2.413
H -4.472 3.090 -3.213
H -5.207 1.578 -3.623
H -5.358 1.049 -1.124
H -4.539 2.616 -0.870
H -2.793 2.160 -2.230
H -3.265 -0.136 -0.506
H -2.166 1.117 -0.149
H -0.606 -0.267 -0.786
H -1.032 0.381 -2.297
H -2.834 -2.132 -0.715
H -1.300 -2.666 -0.324
H -2.034 -3.333 -1.731
C -2.064 4.066 3.127
C -1.958 2.683 2.997
O -2.528 2.385 1.797
H -3.145 4.367 3.305
H -1.607 4.655 2.292
H -1.584 4.403 3.930
H -2.522 2.197 3.836
H -1.012 2.240 3.005
H -2.476 1.412 1.602
C 1.591 3.598 1.030
C 1.677 2.285 1.543
O 1.614 1.327 0.540
H 1.991 4.307 1.726
H 0.554 3.798 0.988
H 2.093 3.597 0.034
H 0.841 2.233 2.133
H 2.575 2.199 2.228
H 1.615 0.508 0.977
C -6.090 -0.520 0.935
C -5.971 -1.852 1.337
O -4.937 -2.389 0.577
O -7.009 0.201 1.650
H -6.384 -0.644 -0.104
H -5.080 -0.006 0.991
H -6.889 -2.448 1.258
H -5.664 -1.952 2.478
H -4.283 -2.574 1.254
H -6.434 0.864 2.134
*
```

These are the Mulliken partial charges, in e, on atoms 1 to 99:
1 C -0.19
2 C -0.75
3 C 1.39
4 O -0.75
5 C -1.59
6 C 0.96
7 C 0.17
8 O -0.49
9 O -0.86
10 O -0.42
11 H 0.48
12 H 0.38
13 C -0.69
14 O -0.43
15 C -0.53
16 C -0.48
17 N 0.90
18 C 0.24
19 C -0.47
20 O -0.47
21 C -0.79
22 H 0.24
23 H 0.29
24 H 0.30
25 H 0.44
26 H 0.32
27 H 0.30
28 H 0.23
29 H -0.59
30 H -0.65
31 H 0.42
32 H 0.40
33 H 0.29
34 H 0.38
35 H 0.41
36 H 0.19
37 C -0.57
38 O -0.60
39 C 0.90
40 C -0.15
41 N -0.18
42 C 1.01
43 C -0.95
44 O -0.45
45 C -0.70
46 H 0.28
47 H -0.03
48 H 0.52
49 H -1.02
50 H 0.70
51 H 0.42
52 H -0.13
53 H -0.06
54 H 0.62
55 H -0.98
56 H 0.37
57 H 0.42
58 H 0.35
59 H 0.16
60 H 0.30
61 C -0.50
62 O -0.37
63 C -0.44
64 C 0.48
65 N -0.18
66 C 1.41
67 C 0.13
68 O -0.56
69 C -0.47
70 H 0.13
71 H 0.34
72 H 0.17
73 H 0.39
74 H 0.30
75 H -0.57
76 H 0.20
77 H 0.32
78 H -0.73
79 H -0.39
80 H -0.32
81 H 0.22
82 H 0.38
83 H -0.18
84 H 0.35
85 C -1.79
86 C 0.47
87 O -0.37
88 H 0.30
89 H 0.28
90 H 0.59
91 H 0.20
92 H -0.01
93 H -0.14
94 C -1.50
95 C 0.90
96 O 0.02
97 H 0.35
98 H 0.43
99 H 0.20

---

- The lowest F_max belongs to which entry?
  C30H65N2O14V